(w)
ORCA calculation (wB97M-V/def2-TZVPD) on the molecule C4H9NO3.

XYZ file:
```
17
Properties=species:S:1:pos:R:3
C -0.37 -0.57 -0.84
C -0.57 2.00 0.80
C -0.54 -1.95 -1.30
N -0.28 0.59 1.00
C 0.69 -0.21 0.13
O -0.01 0.35 2.36
O 1.45 0.61 -0.93
O 1.37 -1.06 0.77
H 0.70 -0.33 2.29
H 2.31 0.16 -0.97
H -0.93 0.22 -1.33
H -1.44 2.27 1.40
H 0.29 2.62 1.08
H -0.79 2.18 -0.25
H -0.55 -2.01 -2.39
H 0.21 -2.61 -0.86
H -1.54 -2.28 -0.96
```

Properties
HOMO level (alpha / beta)   -0.316 / -0.316 Eh

Löwdin population analysis, charges in e, atoms 1 to 2:
1 C 0.120
2 C -0.049


(x)
ORCA calculation (wB97M-V/def2-TZVPD) on a structure of composition C4H9NO3.

XYZ file:
```
17
Properties=species:S:1:pos:R:3
C 0.03 -1.44 -1.28
C 0.07 -0.39 0.71
C -1.36 -0.07 0.39
C 2.15 2.42 0.43
H 0.98 -1.95 -2.07
H -0.03 -0.24 -1.83
H -1.02 -2.18 -1.45
H 0.29 -0.25 1.87
H -1.96 0.79 1.11
H -1.32 -0.09 -0.79
H -3.09 -1.26 0.43
H 2.29 3.14 1.26
H 2.31 2.41 -0.52
N 1.51 1.47 1.09
O 0.31 -1.66 0.15
O -2.12 -1.35 0.59
O 0.97 0.66 -0.09
```

Properties
HOMO level   -0.359 Eh

Löwdin population analysis, charges in e, atoms 1 to 2:
1 C -0.165
2 C -0.343


(y)
ORCA calculation (wB97M-V/def2-TZVPD) on the molecule C4H9NO3.

XYZ file:
```
17
Properties=species:S:1:pos:R:3
C 0.31 -0.81 -1.49
O -0.41 -0.85 -2.71
C -0.47 -0.16 -0.34
C 0.47 0.61 0.63
C 0.58 -0.02 1.99
O 1.84 -0.11 2.44
O -0.36 -0.41 2.63
N -1.54 0.67 -0.90
H 0.54 -1.85 -1.25
H 1.25 -0.28 -1.66
H -1.20 -0.28 -2.61
H -0.97 -0.89 0.29
H 0.06 1.61 0.85
H 1.43 0.80 0.19
H 1.79 -0.52 3.32
H -1.13 1.56 -1.19
H -2.19 0.92 -0.17
```

Properties
HOMO level   -0.368 Eh
Structure (SMILES)   N[C@@H](CO)CC(=O)O

Löwdin population analysis, charges in e, atoms 1 to 2:
1 C -0.219
2 O -0.086


(z)
ORCA calculation (wB97M-V/def2-TZVPD) on a cluster of 3 separate species, C4H9NO3 in total.

XYZ file:
```
17
Properties=species:S:1:pos:R:3
O -1.94 1.33 -1.00
C -1.90 0.34 -0.26
C -0.75 -0.72 -0.57
C -0.66 -0.06 0.74
O -2.12 -2.50 0.58
N 2.41 1.89 0.39
C 2.68 0.82 -0.25
O 2.41 -0.48 0.13
H -2.86 -0.14 -0.08
H -1.04 -1.77 -0.39
H -1.15 -0.46 1.64
H -0.19 0.91 0.85
H -2.69 -3.20 0.89
H 3.09 2.22 1.07
H 3.27 0.90 -1.18
H 1.65 0.16 0.52
H -0.06 -0.45 -1.35
```

Properties
HOMO level   -0.310 Eh

Löwdin population analysis, charges in e, atoms 1 to 2:
1 O 0.152
2 C -0.312


(y) takes first place; second place is 116.2 kcal/mol up.